No. 1
Formula: C3H7O
Source: OMol25
Level of theory: the ωB97M-V functional and the def2-TZVPD basis

LUMO (eV): 4.1
E_tot (eV): -5267.7887
Total charge: -1
Spin multiplicity: 1

Each line ends with the Löwdin charge.
Element x y z (Å)
O (0.02175, 2.88066, -0.76335)  -0.691
H (0.73745, 3.34932, -0.12992)  -0.115
C (0.42152, -1.77054, 0.78173)  -0.105
C (0.17925, -0.88669, -0.20411)  -0.391
C (-0.72883, 0.28224, -0.17329)  -0.208
H (1.17492, -2.51247, 0.67284)  -0.004
H (0.21455, 0.98931, -0.64306)  0.106
H (0.21788, -1.53760, 1.88510)  0.060
H (0.77266, -0.95067, -1.26456)  0.130
H (-1.76986, 0.07941, -1.02590)  0.144
H (-1.24130, 0.07703, 0.86451)  0.072

Atoms 1-2, force components in eV/Å:
2.8 1.6 2.0
-2.4 -1.5 -2.2

---

No. 2
Formula: C12H17N
Source: OMol25
Level of theory: the ωB97M-V functional and the def2-TZVPD basis

LUMO (eV): 0.9
E_tot (eV): -14208.5786
SMILES: Cc1c[nH]c2ccccc12.CCC
Spin multiplicity: 1

Each line ends with the Löwdin charge.
Element x y z (Å)
C (-2.32949, -1.02064, -2.50343)  -0.067
C (-2.14695, -0.14493, -1.31668)  -0.246
C (-2.38832, 1.15987, -1.04856)  -0.055
N (-2.08114, 1.47751, 0.28987)  0.073
C (-1.47958, 0.34575, 0.82660)  -0.215
C (-0.90702, 0.19913, 2.08919)  -0.048
C (-0.34777, -1.01553, 2.36916)  -0.112
C (-0.12356, -1.91035, 1.33499)  -0.145
C (-0.69775, -1.88482, 0.09440)  -0.042
C (-1.41991, -0.71420, -0.18314)  -0.110
H (-1.52664, -0.93125, -3.28105)  0.088
H (-3.27199, -0.68137, -3.02791)  0.090
H (-2.33277, -2.11224, -2.40710)  0.071
H (-2.84045, 1.96665, -1.66402)  0.129
H (-2.54053, 2.15903, 0.82189)  0.124
H (-0.98086, 1.07414, 2.78358)  0.125
H (-0.11823, -1.23229, 3.41494)  0.108
H (0.19900, -2.95490, 1.56337)  0.117
H (-0.80841, -2.69769, -0.58411)  0.101
C (2.93055, -0.36677, 0.47132)  -0.134
C (3.07897, 1.10486, 0.18095)  -0.342
C (1.86258, 1.77473, -0.43830)  -0.136
H (3.34142, -1.00578, -0.34135)  0.075
H (3.27271, -0.58916, 1.48767)  0.073
H (1.85924, -0.68966, 0.24382)  0.062
H (3.91337, 1.27568, -0.61028)  0.122
H (3.29915, 1.57760, 1.16210)  0.101
H (1.05773, 1.62366, 0.27433)  0.050
H (1.65946, 1.35590, -1.42929)  0.077
H (1.86716, 2.85704, -0.57297)  0.065

Atoms 1-2, force components in eV/Å:
-0.6 1.1 -2.8
1.7 -1.7 0.5